{"formula": "C40H31BrIrN6O2S", "method": "ωB97M-V/def2-TZVPD", "symbols": ["Ir", "C", "C", "N", "C", "C", "C", "C", "C", "C", "C", "C", "C", "N", "C", "H", "H", "H", "H", "H", "H", "H", "H", "Br", "C", "C", "C", "C", "C", "C", "C", "C", "C", "C", "H", "H", "H", "H", "H", "H", "S", "C", "N", "C", "C", "N", "H", "H", "H", "H", "H", "H", "O", "C", "N", "C", "C", "O", "N", "C", "C", "C", "C", "C", "C", "C", "C", "C", "C", "C", "C", "H", "H", "H", "H", "H", "H", "H", "H", "H", "H", "H"], "positions_angstrom": [[0.36800, 0.15347, -0.19999], [2.70635, -2.17789, 2.91622], [2.37017, -1.29791, 1.88207], [1.14966, -1.21541, 1.38728], [0.20318, -2.06131, 1.86245], [0.43795, -2.95125, 2.91316], [1.73666, -2.98327, 3.45359], [-0.62609, -3.80094, 3.36304], [-1.82448, -3.78560, 2.74489], [-2.06543, -2.93368, 1.61549], [-3.28220, -2.93509, 0.90880], [-3.42039, -2.12463, -0.18459], [-2.35962, -1.29824, -0.56531], [-1.21460, -1.25481, 0.09845], [-1.05480, -2.07479, 1.17669], [3.72161, -2.19411, 3.28478], [3.11932, -0.62948, 1.47892], [1.96125, -3.65498, 4.27240], [-0.44245, -4.46248, 4.19944], [-2.62674, -4.43105, 3.07805], [-4.08780, -3.58294, 1.23032], [-4.33014, -2.10437, -0.76669], [-2.44418, -0.64861, -1.42131], [1.48254, -1.46002, -1.77609], [0.90715, -0.48678, -3.30125], [1.15887, -1.02223, -4.54887], [0.76285, -0.31313, -5.67757], [0.16108, 0.92237, -5.53527], [-0.06391, 1.46893, -4.26358], [-0.59722, 2.77496, -4.12783], [-0.72889, 3.35008, -2.87160], [-0.41267, 2.63284, -1.73996], [0.01171, 1.26946, -1.76404], [0.27648, 0.73971, -3.09367], [1.65612, -1.97815, -4.64493], [0.94147, -0.72684, -6.66011], [-0.13097, 1.48999, -6.40928], [-0.86515, 3.32882, -5.01848], [-1.10404, 4.36084, -2.78196], [-0.53875, 3.11388, -0.77927], [2.34199, 1.38864, 0.08322], [2.08211, 3.08828, 0.36739], [1.64116, 3.61126, 1.48667], [1.71392, 5.07713, 1.47991], [2.29213, 5.37635, 0.07464], [2.45885, 4.02859, -0.48579], [1.32607, 3.02914, 2.26078], [2.36796, 5.42002, 2.27914], [0.72480, 5.50366, 1.63274], [3.25016, 5.89006, 0.12051], [1.60949, 5.96284, -0.53834], [2.87316, 3.80987, -1.37589], [-2.66596, 1.53575, -0.58281], [-2.14496, 1.77300, 0.48954], [-2.67025, 2.52901, 1.48385], [-1.82837, 2.58634, 2.66464], [-0.61739, 1.78940, 2.15816], [0.42348, 1.62640, 2.77291], [-0.86826, 1.34769, 0.90045], [-1.38597, 4.01291, 2.99218], [-1.79106, 5.09263, 2.21494], [-1.41499, 6.38695, 2.55985], [-0.61114, 6.60679, 3.66715], [-0.18833, 5.52745, 4.43484], [-0.58129, 4.23885, 4.10754], [-2.50131, 1.91696, 3.86316], [-3.77957, 2.35185, 4.20825], [-4.44454, 1.79667, 5.28728], [-3.83335, 0.80290, 6.04191], [-2.55846, 0.37691, 5.71065], [-1.88848, 0.93140, 4.62491], [-3.64623, 2.77268, 1.46830], [-2.42576, 4.93391, 1.35299], [-1.76500, 7.22283, 1.96774], [-0.32858, 7.61380, 3.94383], [0.42742, 5.69321, 5.30911], [-0.27906, 3.40586, 4.72953], [-4.25585, 3.15123, 3.65041], [-5.43454, 2.14642, 5.54742], [-4.34787, 0.37318, 6.89075], [-2.07172, -0.38602, 6.30418], [-0.88482, 0.60250, 4.39104]], "forces_ev_per_angstrom": [[-0.215, -0.285, 0.726], [-0.067, -0.039, 0.036], [0.053, 0.161, 0.142], [-0.287, 0.151, 0.070], [-0.053, -0.058, -0.215], [-0.007, 0.003, -0.002], [0.016, 0.030, -0.003], [0.024, 0.011, 0.007], [-0.039, -0.003, 0.008], [0.005, -0.023, -0.001], [0.032, 0.020, 0.006], [-0.012, -0.016, -0.053], [0.105, 0.020, -0.167], [0.060, 0.113, -0.252], [-0.048, 0.116, 0.184], [0.003, -0.003, -0.004], [-0.072, 0.038, -0.002], [0.001, -0.009, -0.005], [0.002, -0.004, -0.004], [0.005, -0.002, 0.000], [-0.002, 0.001, -0.003], [-0.003, -0.002, 0.009], [-0.018, 0.065, 0.006], [0.040, 0.175, 0.006], [-0.059, -0.057, -0.246], [0.033, -0.060, 0.128], [-0.046, 0.090, -0.028], [0.036, -0.052, 0.003], [-0.017, -0.012, -0.045], [0.009, 0.028, 0.157], [-0.035, 0.038, -0.204], [-0.015, -0.161, 0.285], [-0.311, -0.004, -0.627], [0.119, -0.053, 0.163], [0.001, 0.006, -0.015], [0.002, -0.001, 0.000], [-0.001, -0.004, -0.005], [-0.004, -0.002, -0.005], [0.008, -0.004, 0.010], [0.059, 0.016, -0.023], [0.444, 0.052, -0.522], [-0.077, 0.028, 0.300], [0.119, 0.213, -0.241], [0.029, -0.048, -0.058], [0.027, 0.025, 0.029], [-0.016, 0.006, -0.090], [0.051, 0.005, 0.041], [0.010, -0.004, -0.002], [0.074, -0.012, -0.037], [0.001, 0.004, -0.009], [-0.004, -0.008, -0.001], [0.014, 0.011, 0.008], [0.072, -0.122, 0.033], [-0.196, 0.032, 0.104], [0.071, -0.035, -0.048], [-0.030, -0.025, -0.009], [-0.183, -0.135, -0.119], [-0.038, -0.239, 0.221], [0.498, -0.018, 0.238], [-0.049, 0.033, -0.006], [-0.047, -0.022, 0.025], [-0.034, 0.024, 0.031], [-0.026, 0.012, 0.026], [-0.013, 0.005, 0.012], [0.012, 0.002, -0.007], [-0.006, 0.056, 0.013], [0.017, 0.021, 0.031], [0.003, -0.004, -0.006], [0.003, -0.007, 0.001], [0.003, -0.007, 0.001], [-0.023, -0.048, -0.038], [-0.017, -0.025, 0.024], [0.011, 0.006, -0.002], [0.002, -0.004, -0.001], [0.004, 0.001, -0.003], [0.002, 0.001, 0.002], [-0.005, -0.002, 0.008], [0.001, 0.003, -0.003], [0.001, -0.001, 0.000], [0.000, 0.000, -0.001], [-0.001, -0.001, 0.002], [-0.004, 0.000, 0.014]], "mulliken_spin": [0.17, 0.00, 0.00, 0.00, 0.00, 0.00, 0.00, 0.00, 0.00, 0.00, 0.00, 0.00, 0.00, 0.02, 0.01, 0.00, 0.00, 0.00, 0.00, 0.00, 0.00, 0.00, 0.00, 0.01, 0.06, 0.02, 0.01, 0.11, 0.00, 0.21, 0.02, 0.08, 0.17, 0.06, 0.00, 0.00, 0.01, -0.01, 0.01, 0.03, 0.02, 0.00, 0.00, 0.00, 0.00, 0.00, 0.00, 0.00, 0.00, 0.00, 0.00, 0.00, 0.02, -0.01, 0.00, 0.00, 0.01, 0.00, -0.01, 0.00, 0.00, 0.00, 0.00, 0.00, 0.00, 0.00, 0.00, 0.00, 0.00, 0.00, 0.00, 0.00, 0.00, 0.00, 0.00, 0.00, 0.00, 0.00, 0.00, 0.00, 0.00, 0.00], "gap_ev": [7.8, 5.2], "total_energy_ha": -5098.10243, "multiplicity": 2, "total_charge": 2, "lumo_ev": [-5.49, -8.13]}